# 1
A 2-piece molecular cluster, C6H3O4S2 overall at a distorted geometry, computed with ωB97M-V/def2-TZVPD.

Structure (XYZ):
```
15
Properties=species:S:1:pos:R:3:mulliken_charge:R:1
C 2.38 0.11 0.11 -0.5834
C 1.44 -0.93 -0.02 -0.1490
C 1.81 1.34 0.23 -0.3636
C 0.15 -0.49 0.01 -0.1202
C -1.14 -1.14 -0.09 0.3823
C -2.95 2.09 -0.08 0.8040
O -2.19 -0.46 -0.09 -0.7067
O -3.22 2.05 1.03 -0.4132
O 0.19 -3.48 -0.19 -0.6723
O -2.76 2.25 -1.20 -0.4066
S 0.08 1.26 0.19 -0.1254
S -1.20 -2.87 -0.22 0.0585
H 3.45 -0.05 0.11 0.3501
H 1.68 -1.97 -0.12 0.5423
H 2.28 2.29 0.34 0.4033
```

Output
**E_tot**: -1327.8553 a.u.
**Frontier orbital gap (alpha / beta)**: 6.026 / 6.027 eV
**Energy relative to the best compared isomer or geometry (same formula, charge and spin)**: 0.0 kcal per mole
**HOMO level (alpha / beta)**: -3.0 / -3.0 eV
**Charge**: -1

***

# 2
C6H4 as an isolated structure at a distorted geometry, computed with ωB97M-V/def2-TZVPD.

Structure (XYZ):
```
10
Properties=species:S:1:pos:R:3:mulliken_charge:R:1
C -1.84 0.47 0.42 0.0059
C -2.64 -0.54 0.47 -0.5492
C -0.65 0.72 -0.35 0.6395
C -0.85 -0.68 -0.53 -0.3493
C 0.77 0.75 -0.08 -0.6265
C 0.62 -0.78 -0.05 -0.1786
H 1.45 1.16 -0.91 0.2482
H 1.10 1.13 0.91 0.2469
H 0.79 -1.04 1.02 0.2973
H 1.26 -1.19 -0.91 0.2659
```

Output
**E_tot**: -230.6720 a.u.
**Frontier orbital gap (alpha / beta)**: 7.885 / 7.887 eV
**Energy relative to the best compared isomer or geometry (same formula, charge and spin)**: 128.4 kcal per mole
**HOMO level (alpha / beta)**: -9.2 / -9.2 eV
**Charge**: 0

***

# 3
C6H4 as an isolated structure at a distorted geometry, computed with ωB97M-V/def2-TZVPD.

Structure (XYZ):
```
10
Properties=species:S:1:pos:R:3:mulliken_charge:R:1
C -2.98 -0.65 0.06 -0.3435
C -1.80 -0.13 -0.03 0.4491
C -0.51 -1.02 -0.21 -0.5879
C -0.84 0.99 0.03 -0.6065
C 0.38 -0.26 0.74 -0.4715
C 0.31 0.29 -0.63 -0.3234
H -0.61 -1.94 -0.68 0.5431
H -0.78 2.03 0.17 0.4257
H 1.07 -0.49 1.48 0.3904
H 0.65 0.65 -1.55 0.5246
```

Output
**E_tot**: -230.6936 a.u.
**Frontier orbital gap**: 8.531 eV
**Energy relative to the best compared isomer or geometry (same formula, charge and spin)**: 114.9 kcal per mole
**HOMO level**: -8.9 eV
**Charge**: 0

***

# 4
A 16-piece molecular cluster, C6H40O15 overall at a distorted geometry, computed with ωB97M-V/def2-TZVPD.

Structure (XYZ):
```
61
Properties=species:S:1:pos:R:3:mulliken_charge:R:1
C 1.31 -1.74 2.79 -0.9686
C 0.88 -0.30 2.98 -0.7344
C 0.62 0.48 1.92 0.4218
C -0.21 1.69 2.04 -0.0693
C -1.27 1.90 1.26 0.3171
C -2.13 3.12 1.47 -1.5884
H 0.67 -2.26 3.50 0.2983
H 2.38 -1.87 3.04 0.2576
H 1.20 -2.05 1.76 0.0974
H 0.93 -0.02 4.03 0.4613
H 1.00 0.06 1.01 -0.0961
H 0.03 2.49 2.73 0.5180
H -1.71 1.23 0.54 0.2456
H -1.76 4.07 1.09 0.3009
H -3.08 3.00 0.93 0.3758
H -2.53 3.14 2.49 0.3721
H -1.60 -0.96 0.32 0.2851
H -0.58 -0.08 -0.31 -0.4048
O -1.19 -0.78 -0.54 0.2268
H 2.24 2.51 2.19 0.3189
H 3.02 3.73 2.16 0.3217
O 2.23 3.39 2.61 -0.6185
H 0.60 1.63 -4.31 0.2594
H 0.32 1.35 -2.87 0.2970
O 0.54 0.89 -3.69 -0.5352
H 3.42 1.20 0.01 0.3082
H 1.91 1.70 -0.11 0.2014
O 2.82 1.95 -0.06 -0.6018
H -4.39 -0.81 -0.83 0.3499
H -3.14 -1.52 -0.96 0.2233
O -4.03 -1.69 -0.63 -0.6417
H -3.80 1.11 -2.32 0.2829
H -3.35 -0.14 -3.14 0.4178
O -4.06 0.23 -2.58 -0.6909
H -3.00 -1.37 2.51 0.3714
H -4.18 -0.92 1.76 0.2834
O -3.55 -0.57 2.41 -0.6395
H 1.97 0.30 -2.22 0.1282
H 1.55 -0.76 -1.05 0.0809
O 1.57 0.16 -1.36 -0.1331
H -1.28 -0.32 -4.16 0.3277
H -1.16 -1.08 -2.84 0.2273
O -1.79 -0.82 -3.52 -0.6670
H 1.55 3.55 -1.94 0.3232
H 1.14 4.90 -1.30 0.3083
O 0.88 4.24 -1.94 -0.6379
H -1.56 -3.36 2.82 0.2697
H -2.59 -3.46 1.76 0.3354
O -2.06 -2.80 2.21 -0.7075
H 4.31 -1.15 0.60 0.2899
H 4.83 -0.66 1.90 0.2921
O 4.61 -0.34 1.02 -0.6230
H -0.99 -3.31 0.55 0.3297
H -1.18 -3.24 -0.91 0.3821
O -0.62 -3.67 -0.26 -0.7118
H 2.28 -0.48 -3.91 0.2947
H 3.18 -1.81 -3.96 0.2892
O 2.47 -1.30 -4.35 -0.6178
H 1.36 -2.95 -0.66 0.2661
H 2.76 -2.92 -1.20 0.2572
O 2.22 -2.51 -0.51 -0.5275
```

Output
**E_tot**: -1381.1318 a.u.
**Frontier orbital gap**: 8.341 eV
**Energy relative to the best compared isomer or geometry (same formula, charge and spin)**: 73.9 kcal per mole
**HOMO level**: -8.6 eV
**Charge**: 0

***

# 5
C6H41O15 as an isolated structure at a distorted geometry, computed with ωB97M-V/def2-TZVPD.

Structure (XYZ):
```
62
Properties=species:S:1:pos:R:3:mulliken_charge:R:1
C -0.71 -0.62 0.22 -0.1365
O -0.57 -1.00 1.57 -0.2254
C 0.50 0.01 -0.43 2.7124
C 1.38 -0.90 -1.32 -2.4622
C 1.86 -0.27 -2.66 1.1810
C 2.50 -1.47 -3.36 -1.7365
C 0.59 0.17 -3.44 -1.3300
H -1.54 0.20 0.28 -0.8041
H -1.22 -1.46 -0.28 0.5266
H 0.18 0.88 -1.11 -0.6785
H 1.12 0.19 0.48 -1.2357
H 0.82 -1.78 -1.47 1.0437
H 2.18 -1.34 -0.73 0.4836
H 2.44 0.60 -2.29 0.4099
H 3.52 -1.65 -3.07 0.3323
H 2.39 -1.22 -4.41 0.4615
H 1.90 -2.36 -3.23 0.3685
H -0.35 -0.33 -3.10 0.1394
H 0.67 -0.06 -4.51 0.4179
H 0.33 1.23 -3.48 0.2433
H -0.63 -3.32 0.35 0.4192
H -1.70 -4.26 -0.19 0.3082
O -0.94 -4.23 0.40 -0.7148
H 2.05 3.86 -0.42 0.3799
H 1.36 2.45 -0.74 0.4272
O 1.59 3.35 -1.11 -0.6950
H -1.38 1.78 -0.75 0.1523
H -2.38 2.86 -1.26 0.2981
O -1.74 2.20 -1.52 -0.5393
H -1.76 -0.80 3.11 0.3259
H -1.95 -2.32 3.43 0.2340
O -2.40 -1.49 3.31 -0.6607
H -0.25 5.00 -0.57 0.3333
H 0.04 4.02 -1.57 0.3626
O -0.61 4.74 -1.43 -0.6920
H -3.52 1.55 1.32 0.3153
H -4.15 0.21 1.06 0.3803
O -4.37 1.09 1.54 -0.6785
H -2.72 -1.72 1.13 0.3832
H -4.08 -1.85 1.67 0.2915
O -3.63 -1.54 0.87 -0.6891
H 0.59 -2.52 3.17 0.3075
H -0.57 -3.06 3.96 0.2821
O 0.18 -3.35 3.43 -0.6812
H 3.04 1.17 0.58 0.3722
H 4.48 0.96 -0.10 0.2312
O 3.53 0.95 -0.29 -0.5949
H 1.63 1.16 2.26 0.4140
H 3.18 1.90 2.52 0.2332
O 2.49 1.89 1.86 -0.8980
H -3.88 -1.06 -1.16 0.2777
H -4.34 0.01 -2.02 0.2618
O -4.23 -0.13 -1.08 -0.5220
H 1.05 -3.39 1.34 0.2253
H 1.88 -3.64 0.18 0.1943
O 1.20 -2.99 0.45 -0.4184
H 0.17 -0.40 2.09 0.3642
H 0.24 0.88 3.39 0.2759
O 0.99 0.40 2.97 -0.8436
H 0.60 3.70 0.85 0.2371
H 1.72 3.12 1.84 0.4586
O 1.25 4.00 1.48 -0.8300
```

Output
**E_tot**: -1381.7739 a.u.
**Frontier orbital gap**: 9.252 eV
**Energy relative to the best compared isomer or geometry (same formula, charge and spin)**: 40.5 kcal per mole
**HOMO level**: -6.7 eV
**Charge**: -1

***

# 6
A 14-piece molecular cluster, C6H42NO14 overall at a distorted geometry, computed with ωB97M-V/def2-TZVPD.

Structure (XYZ):
```
63
Properties=species:S:1:pos:R:3:mulliken_charge:R:1
C 1.57 -3.01 -0.09 -1.2146
O 1.72 -2.87 1.26 -0.4071
C 1.53 -1.80 -1.00 0.8244
C 2.70 -1.54 -1.99 -0.6649
C 3.94 -1.27 -1.05 -1.2427
C 2.43 -0.33 -2.93 0.3236
C 1.79 -0.97 -4.18 -0.9257
N 1.24 -0.57 -0.10 0.2846
H 0.51 -3.52 -0.26 0.2525
H 2.25 -3.74 -0.44 0.5848
H 2.55 -2.49 1.46 0.3420
H 0.57 -1.73 -1.62 0.0282
H 3.06 -2.38 -2.56 0.6259
H 3.71 -0.39 -0.34 0.3426
H 4.20 -2.22 -0.53 0.3889
H 4.75 -0.86 -1.69 0.4425
H 1.67 0.33 -2.35 0.1967
H 3.56 0.03 -3.26 0.3963
H 1.30 -1.96 -3.88 0.3754
H 2.48 -1.06 -4.90 0.4771
H 0.72 -0.34 -4.30 0.2241
H 0.51 0.13 -0.50 -0.2219
H 2.00 0.00 0.21 0.5185
H 0.70 -0.77 0.77 0.4402
H 2.29 -0.67 2.65 0.2812
H 1.67 0.91 2.38 0.3307
O 2.33 0.23 2.03 -0.6966
H -1.56 0.40 0.35 0.1575
H -1.42 1.88 0.11 0.2970
O -0.96 1.00 0.07 -0.6566
H -1.54 -1.20 1.49 0.1286
H -1.94 -2.27 0.48 0.2266
O -1.44 -1.47 0.62 -0.5302
H -1.48 -0.50 -2.31 0.5942
H -1.71 -1.32 -1.12 0.3973
O -1.99 -1.32 -1.98 -0.7586
H -2.54 3.00 -1.28 0.3260
H -1.81 4.31 -1.12 0.2806
O -1.68 3.33 -1.21 -0.6430
H 2.34 4.09 2.07 0.3124
H 2.21 3.52 3.59 0.3221
O 2.12 3.25 2.60 -0.5929
H 1.71 -2.37 4.63 0.2657
H 0.46 -2.26 3.83 0.2635
O 1.32 -1.92 3.94 -0.5075
H -4.08 1.91 2.83 0.2796
H -3.45 2.94 3.55 0.2250
O -3.65 2.11 3.56 -0.4983
H -0.04 2.89 1.88 0.2995
H -0.67 3.39 3.21 0.2727
O -0.60 2.57 2.60 -0.5327
H -4.55 1.05 -1.12 0.3635
H -5.08 2.36 -1.18 0.2542
O -4.47 1.86 -0.77 -0.5724
H -3.43 -0.18 -2.63 0.2991
H -4.96 -0.66 -2.91 0.3010
O -4.39 -0.04 -2.34 -0.6700
H -2.78 -0.09 3.75 0.3301
H -1.55 -0.54 4.73 0.2987
O -2.01 -0.86 3.98 -0.6423
H -0.92 2.04 -2.44 0.3031
H -0.67 0.79 -1.67 0.0648
O -0.58 1.18 -2.59 -0.5649
```

Output
**E_tot**: -1361.0466 a.u.
**Spin multiplicity**: 2
**Expectation value of S²**: 0.754
**Frontier orbital gap (alpha / beta)**: 10.624 / 3.310 eV
**HOMO level (alpha / beta)**: -15.8 / -15.8 eV
**Charge**: +2